Density functional theory data (ωB97M-V/def2-TZVPD) for a 2-piece molecular cluster, C3H7NO2 overall at a distorted geometry.

```
13
Properties=species:S:1:pos:R:3:forces:R:3
O 2.199 1.144 -1.840 -0.374 0.259 -0.538
O -1.198 -0.658 0.593 1.323 0.339 0.091
N 0.157 0.125 -2.205 -0.601 0.479 0.584
C -1.347 -0.930 1.750 -2.490 -0.799 1.383
C 1.001 1.077 -1.680 0.963 -0.437 0.043
C -0.626 -0.644 3.059 0.445 1.257 -1.861
H -0.364 -0.338 -1.471 -0.517 0.082 -0.297
H -0.349 -1.530 3.607 0.337 -0.371 -0.154
H 0.491 1.803 -1.036 -0.210 -0.107 0.238
H 0.191 0.058 2.819 -0.041 -0.421 0.721
H 0.370 -0.413 -3.020 0.709 -0.281 0.042
H -2.346 -1.369 2.036 0.315 -0.289 -0.366
H -1.413 -0.175 3.650 0.141 0.288 0.113
```
Forces are in eV/Å.

Computed properties:
Energy above the lowest of the compared OMol25 structures with the same formula, charge and spin ... 1.7399 eV
Lowest unoccupied orbital energy ... 0.753 eV
Gap between HOMO and LUMO ... 0.38532 Ha
SMILES ... CC=O.NC=O

=====

Density functional theory data (ωB97M-V/def2-TZVPD) for one molecule with the formula C20H28O2P2 at a distorted geometry.

```
52
Properties=species:S:1:pos:R:3:forces:R:3
P 2.422 0.102 1.439 -0.988 -0.091 1.393
P -0.957 -0.794 -1.274 0.496 1.571 -0.300
O 3.366 0.450 0.367 0.747 0.155 -0.900
O -1.206 -2.241 -1.233 -0.242 -0.940 0.130
C 1.526 -2.317 0.489 0.110 -0.044 -0.062
C -4.404 0.162 0.642 -0.090 0.052 0.050
C -3.312 2.246 0.159 0.007 0.163 0.019
C -1.715 -0.431 -5.225 -0.034 0.016 -0.069
C 0.629 -0.220 -0.527 -0.395 -0.159 -0.473
C -1.050 0.722 -5.607 0.001 0.012 -0.040
C 0.992 -0.920 0.778 0.562 0.316 0.405
C -4.379 1.546 0.701 -0.055 0.003 0.031
C -0.317 1.441 -4.677 0.048 0.147 -0.065
C 4.360 -1.701 2.337 0.107 -0.013 -0.057
C -3.358 -0.520 0.048 0.071 -0.123 -0.030
C -0.251 1.018 -3.361 0.013 -0.050 0.046
C 1.740 1.644 2.209 0.151 -0.437 -0.358
C -2.267 1.565 -0.437 0.041 -0.060 0.028
C -0.919 -0.137 -2.975 -0.037 -0.229 0.418
C -1.649 -0.857 -3.911 -0.033 -0.108 0.039
C -0.194 -0.979 1.726 0.099 0.069 0.130
C -2.283 0.178 -0.483 0.233 -0.305 -0.159
C 1.181 1.583 3.621 -0.001 -0.006 -0.049
C 3.249 -0.790 2.836 -0.279 0.354 -0.452
H 3.689 0.009 3.440 -0.116 -0.038 0.043
H -1.443 2.112 -0.873 0.070 0.111 -0.043
H -0.660 -0.002 1.839 -0.089 0.045 0.088
H -3.300 3.325 0.198 -0.001 0.073 -0.001
H 4.928 -1.183 1.567 0.092 -0.062 -0.041
H -2.281 -0.996 -5.950 -0.038 -0.046 -0.046
H 1.670 -2.875 1.413 0.056 -0.069 0.078
H 0.334 1.579 -2.648 0.090 0.075 0.066
H 0.208 2.336 -4.978 0.041 0.058 -0.023
H 1.421 -0.396 -1.262 -0.077 0.121 0.022
H 2.597 2.326 2.169 -0.063 -0.043 -0.074
H -3.354 -1.599 -0.013 -0.020 -0.102 0.014
H 5.033 -1.962 3.152 0.025 -0.047 0.026
H -5.194 2.082 1.165 -0.062 0.042 0.034
H 1.932 1.236 4.326 0.028 -0.030 0.116
H -0.936 -1.667 1.322 -0.075 -0.076 0.065
H 2.476 -2.247 -0.040 0.076 -0.109 -0.046
H 2.526 -1.326 3.451 -0.100 0.054 0.087
H 0.111 -1.344 2.706 -0.038 -0.044 0.126
H 0.321 0.923 3.685 -0.091 -0.049 0.085
H -2.148 -1.761 -3.591 -0.048 -0.094 -0.030
H -1.097 1.059 -6.632 0.003 0.025 -0.075
H -5.239 -0.383 1.057 -0.059 -0.044 0.028
H 0.866 2.579 3.930 -0.033 0.004 0.086
H 0.561 0.859 -0.367 -0.085 0.070 -0.172
H 0.989 2.042 1.519 0.053 0.026 -0.027
H 3.966 -2.619 1.911 0.014 -0.077 -0.046
H 0.819 -2.860 -0.135 -0.085 -0.067 -0.020
```
Forces are in eV/Å.

Computed properties:
Energy above the lowest of the compared OMol25 structures with the same formula, charge and spin ... 0.0830 eV
Lowest unoccupied orbital energy ... 0.666 eV
Gap between HOMO and LUMO ... 0.36633 Ha
SMILES ... CCP(=O)(CC)C(C)(C)CP(=O)(c1ccccc1)c1ccccc1

=====

Density functional theory data (ωB97M-V/def2-TZVPD) for C2H7N3 as an isolated structure at a distorted geometry.

```
12
Properties=species:S:1:pos:R:3:forces:R:3
N 1.354 1.153 0.170 1.595 0.373 0.153
N -2.082 0.316 -0.007 -0.140 -0.540 -0.194
N 0.111 0.970 -0.216 -1.657 -1.033 -0.862
C -0.796 0.380 0.461 0.197 1.679 0.891
C 2.175 0.207 0.360 -0.188 0.018 0.993
H -2.821 0.453 0.663 0.086 -0.067 -0.065
H -0.325 -1.774 -1.452 1.169 -1.145 -0.609
H -0.692 0.181 1.534 0.208 -0.421 -0.221
H 3.183 0.497 0.616 0.163 0.014 0.006
H 1.906 -0.843 0.503 -0.209 -0.060 -0.672
H 0.208 -2.299 -1.731 -1.166 1.130 0.596
H -2.221 0.758 -0.901 -0.058 0.051 -0.015
```
Forces are in eV/Å.

Computed properties:
Energy above the lowest of the compared OMol25 structures with the same formula, charge and spin ... 2.9519 eV
Lowest unoccupied orbital energy ... 1.082 eV
Gap between HOMO and LUMO ... 0.35845 Ha

=====

Density functional theory data (ωB97M-V/def2-TZVPD) for a 5-piece molecular cluster, C30H25F4N2OP overall at a distorted geometry.

```
63
Properties=species:S:1:pos:R:3:forces:R:3
P 2.818 -6.377 1.843 -1.135 0.987 -1.146
F -4.363 -2.792 5.275 0.130 -0.401 0.160
F 0.179 5.340 -2.637 -0.172 -0.054 0.173
F 1.905 0.195 -5.401 -0.069 -0.078 -0.157
F -1.581 1.708 1.395 -0.037 0.149 0.153
O 5.331 -5.122 4.103 -5.332 2.024 -9.369
N 3.927 -4.939 1.755 4.109 -0.288 7.618
N -0.857 -3.708 2.551 2.290 -4.505 2.741
C 1.877 7.036 -5.356 0.117 -0.368 0.170
C -1.561 1.175 -0.902 -0.015 0.117 0.011
C 1.078 5.606 -3.595 0.788 0.226 -0.839
C 0.372 -4.387 2.050 -0.015 -1.082 1.194
C 3.407 1.861 -1.951 -0.013 -0.068 0.020
C -1.446 0.790 0.429 0.123 -0.772 -0.794
C 3.623 1.388 -4.310 -0.002 -0.016 -0.075
C -4.690 -1.600 4.759 -0.351 1.261 -0.533
C -1.415 0.220 -1.908 -0.109 -0.216 0.436
C -1.167 -1.111 -1.573 -0.025 0.008 0.091
C -5.368 0.869 3.688 -0.016 -0.047 0.065
C -4.534 0.007 2.975 -0.182 -0.008 0.354
C 3.069 5.002 -4.803 -0.333 0.407 -0.003
C -1.058 -1.491 -0.233 -0.032 0.374 -0.269
C 2.136 4.728 -3.803 -0.085 -0.041 0.054
C 2.394 0.738 -4.278 0.400 0.462 0.909
C 4.129 1.957 -3.142 -0.328 -0.250 0.102
C 2.176 1.201 -1.927 0.292 0.081 -0.315
C -1.453 -4.273 3.794 3.737 -2.480 -1.350
C 0.588 -6.369 4.003 -2.581 5.088 -2.854
C 0.938 6.756 -4.364 -0.063 0.001 0.066
C -5.526 -0.750 5.475 0.025 -0.089 0.060
C 1.208 -5.664 2.617 -3.627 0.792 3.939
C 4.650 -4.922 2.954 0.771 -2.460 2.253
C -0.783 -5.575 4.502 1.165 0.271 -1.389
C -1.194 -0.533 0.773 -0.017 0.041 0.125
C 1.665 0.641 -3.097 0.006 -0.040 -0.148
C -4.189 -1.232 3.515 0.007 -0.099 0.073
C -5.863 0.494 4.940 0.283 -0.209 -0.343
C 2.940 6.158 -5.577 -0.004 -0.041 0.040
H 2.225 3.839 -3.187 -0.061 0.095 -0.071
H -5.635 1.837 3.269 0.064 -0.195 0.076
H 3.438 -7.307 2.757 -0.616 0.904 0.454
H -3.534 -1.911 2.979 -0.043 0.032 0.002
H 0.835 -3.909 1.056 -1.250 -1.056 2.489
H 1.618 1.124 -0.997 0.019 -0.011 -0.187
H 1.069 -7.288 4.543 -1.149 2.034 -1.106
H -1.764 2.213 -1.145 0.046 -0.073 0.053
H 3.895 4.318 -4.980 -0.178 0.098 0.080
H 4.175 1.445 -5.242 -0.090 -0.021 0.053
H 3.803 2.302 -1.039 -0.074 -0.079 -0.178
H -2.423 -3.768 4.248 2.345 -1.204 -1.109
H -1.317 -5.987 5.481 1.277 1.016 -2.348
H 1.781 7.938 -5.956 -0.021 -0.169 0.123
H -6.509 1.169 5.495 0.111 -0.162 -0.077
H -5.907 -1.062 6.442 0.068 0.000 -0.093
H -4.154 0.299 1.999 -0.021 -0.088 0.186
H -1.057 -1.858 -2.357 -0.020 0.131 0.136
H 5.085 2.476 -3.160 -0.158 -0.109 -0.023
H 0.707 0.131 -3.099 0.283 0.072 -0.034
H -1.105 -0.808 1.819 -0.012 -0.008 -0.085
H -1.495 0.514 -2.952 -0.058 0.002 0.212
H -0.869 -2.529 0.026 -0.089 0.227 0.052
H 3.670 6.374 -6.353 -0.144 -0.032 0.145
H 0.101 7.423 -4.185 0.073 -0.080 0.023
```
Forces are in eV/Å.

Computed properties:
Lowest unoccupied orbital energy ... -0.918 eV
Gap between HOMO and LUMO ... 0.29548 Ha
SMILES ... O=C=NPc1cccnc1.Fc1ccccc1.Fc1ccccc1.Fc1ccccc1.Fc1ccccc1

=====

Density functional theory data (ωB97M-V/def2-TZVPD) for one molecule with the formula C3H4ClFN2S at a distorted geometry.

```
12
Properties=species:S:1:pos:R:3:forces:R:3
Cl 1.576 1.687 -2.341 0.077 -0.393 0.447
S 1.310 -0.583 2.419 -0.784 -0.122 -0.651
F 0.553 -0.602 -1.875 0.531 1.027 0.787
N -1.795 -0.405 -0.066 0.237 -2.430 -1.327
N -0.866 -0.859 0.881 1.264 0.924 -0.479
C 0.941 0.644 0.100 -0.015 0.826 -0.315
C 0.364 -0.309 1.061 0.413 -0.488 1.265
C 1.028 0.507 -1.212 -0.834 -0.731 -1.106
H -1.697 0.566 -0.150 0.022 1.645 -0.224
H 1.386 1.558 0.525 -0.293 -0.683 -0.224
H -1.241 -1.358 1.659 -0.182 -0.317 0.363
H -1.559 -0.844 -1.000 -0.436 0.742 1.463
```
Forces are in eV/Å.

Computed properties:
Energy above the lowest of the compared OMol25 structures with the same formula, charge and spin ... 1.2835 eV
Lowest unoccupied orbital energy ... -0.225 eV
Gap between HOMO and LUMO ... 0.30739 Ha
SMILES ... NNC(=S)/C=C(\F)Cl

=====

Density functional theory data (ωB97M-V/def2-TZVPD) for C30H81N3O16PdS as an isolated structure at a distorted geometry.

```
132
Properties=species:S:1:pos:R:3:forces:R:3
Pd 1.423 -1.215 1.981 -0.485 0.524 -0.493
S -1.314 -0.512 1.604 0.749 0.297 1.876
O 1.840 -1.089 -0.386 -0.802 -0.266 -0.235
O 0.123 -4.604 0.642 -0.325 0.788 0.435
O 4.808 -2.358 0.799 -2.787 -0.411 0.563
O -2.282 -0.285 2.703 0.492 -0.341 -0.744
O -1.953 -0.405 0.298 0.267 -0.668 -0.243
O -3.269 1.034 -1.827 0.424 -0.683 0.851
O 1.334 6.341 -4.539 -0.134 -0.481 -0.483
O -3.304 2.053 1.581 -0.954 0.788 0.317
O -2.134 -3.153 4.118 -0.261 -0.559 -0.589
O 0.701 2.145 -4.128 0.243 -0.384 -0.315
O -0.151 0.449 1.716 -0.293 -0.823 -0.255
O 1.886 1.400 3.745 -0.280 0.397 -0.267
O -0.647 -1.894 1.864 -0.761 0.739 -0.771
O -2.120 -2.923 -0.813 2.176 -1.363 -0.995
O -1.432 4.380 0.052 0.637 -0.966 0.799
O 1.470 -1.593 4.270 0.705 -0.676 -0.298
N 3.231 -0.116 1.545 2.171 1.537 1.666
N 2.706 3.736 -4.880 0.443 0.800 0.965
N 2.155 -3.331 2.064 -0.260 -0.255 0.255
C 3.056 -4.005 1.080 -0.577 0.402 1.146
C 1.271 -1.997 -1.344 0.348 0.996 -0.514
C 3.887 0.642 2.696 -2.554 -1.214 1.314
C -1.188 5.125 -2.270 1.426 0.524 -0.278
C 3.020 0.732 0.368 -0.290 -0.178 -0.180
C 2.411 -3.636 3.486 1.328 0.717 0.066
C -4.379 -3.983 3.467 -0.041 1.334 2.383
C 0.795 2.356 3.620 1.696 0.758 -0.272
C 4.493 -3.668 1.230 3.209 -1.090 0.350
C -4.500 1.654 -1.504 0.481 0.436 -0.855
C 3.019 4.935 -5.643 -1.251 0.152 0.568
C -0.886 -6.850 0.858 0.459 1.336 -0.786
C 2.721 6.162 -4.790 0.736 1.816 -0.676
C 0.022 -5.890 0.061 -2.234 0.924 0.009
C -2.890 -4.215 3.483 0.254 0.527 1.265
C 3.124 1.862 3.185 -0.414 -0.507 1.749
C -4.446 2.705 2.171 -0.572 -1.001 0.978
C -4.572 4.040 1.521 1.677 1.292 -0.992
C 1.373 -2.989 4.420 -0.196 -1.603 -2.493
C 2.513 2.551 -5.636 -0.802 -0.927 -0.787
C -4.448 -2.989 -1.225 0.627 -0.843 -0.281
C 6.084 -1.978 0.522 1.433 0.833 -0.735
C -3.298 -3.318 -0.236 -2.375 1.826 0.279
C 0.625 -0.930 5.170 -1.039 0.900 0.459
C -5.570 1.269 -2.458 -1.171 -1.674 -1.141
C 2.858 -0.183 -0.824 1.286 -1.478 0.843
C -2.074 4.946 -1.087 -0.003 -1.171 1.036
C 0.596 6.721 -5.736 1.960 1.569 1.451
C 1.783 1.524 -4.777 0.229 -0.940 -0.149
C -0.195 1.221 -3.534 0.358 0.463 1.465
H 1.177 -3.625 1.869 0.785 -0.298 -0.251
H 3.711 2.344 4.001 -0.050 -0.330 -0.368
H 2.065 -2.659 -1.725 -0.333 0.133 -0.122
H -3.441 -2.860 0.763 -0.056 -0.008 -0.442
H 3.751 -0.048 3.583 0.566 0.473 -0.915
H -4.783 1.439 -0.487 -0.070 0.096 0.423
H -2.795 4.189 -1.268 -1.358 -0.144 -1.023
H 1.005 -6.300 0.001 0.755 -0.282 -0.108
H 2.609 0.431 -1.673 -0.365 -0.185 -0.671
H 2.334 4.958 -6.499 0.585 0.124 -0.508
H -2.590 -5.097 4.051 -0.243 -0.099 -0.025
H 2.925 2.650 2.507 -0.120 0.623 -1.298
H 5.989 -0.855 0.485 0.860 -1.033 0.000
H 3.775 1.514 0.237 0.225 -0.279 -0.087
H 1.033 0.090 5.223 -0.518 -0.388 0.195
H 0.765 2.657 2.562 -0.559 -0.103 0.377
H -0.384 -5.701 -0.939 0.164 -0.591 -0.154
H -5.415 1.596 -3.497 0.337 0.201 0.378
H -4.915 -4.073 4.453 0.733 0.035 -0.788
H 2.062 1.231 0.473 -0.218 0.247 0.213
H -4.635 3.870 0.433 0.084 -0.007 0.238
H 2.770 -3.751 0.092 -0.670 0.276 -0.866
H -0.421 6.736 -5.453 -1.062 0.261 0.357
H -5.397 2.170 1.962 0.498 -0.267 0.028
H 4.813 -3.820 2.309 -0.128 0.266 -1.082
H 2.951 -5.074 1.202 0.012 -0.508 0.009
H 2.483 -4.697 3.733 -0.453 -0.375 -0.368
H 4.058 4.971 -5.911 0.514 -0.150 -0.516
H 0.683 -1.442 6.144 -0.098 0.310 -0.199
H -0.894 -7.709 0.247 -0.180 -1.519 -0.411
H -1.850 3.509 0.290 0.520 1.208 -0.352
H 1.021 3.253 4.227 0.016 -0.273 -0.141
H -4.309 -1.959 -1.511 -0.214 0.368 -0.366
H -4.382 2.732 3.305 0.215 0.177 -1.206
H -0.963 1.883 -3.128 -0.233 -0.568 0.118
H -0.137 1.950 3.975 -0.106 -0.535 -0.190
H -2.053 -2.359 3.557 -0.287 -0.377 -0.113
H -0.382 -7.043 1.779 -0.015 -0.321 0.863
H 0.801 -1.396 -2.139 0.388 -0.334 -0.075
H -1.607 5.764 -3.032 -0.422 0.512 -0.070
H 3.796 -0.830 -0.995 -1.105 1.134 -0.108
H 3.341 6.098 -3.882 -0.927 -0.224 0.289
H -4.432 2.738 -1.680 0.466 -0.004 0.668
H 5.185 -4.365 0.607 -1.407 0.649 0.904
H 0.289 0.670 -2.643 -0.631 0.624 -1.354
H 1.801 2.683 -6.478 0.383 0.352 -0.194
H 0.319 -3.355 4.122 1.335 0.516 0.807
H -0.191 5.551 -2.022 -0.663 -0.188 0.054
H -4.314 -3.668 -2.108 -0.006 0.796 0.511
H -3.596 4.588 1.672 -1.101 -0.242 -0.105
H 2.466 1.066 -4.057 0.117 0.086 0.382
H -5.467 -3.155 -0.888 -0.023 0.035 0.455
H -3.001 0.451 -1.071 -0.097 0.882 -0.751
H -3.344 -4.358 -0.112 0.550 -1.698 0.341
H -0.635 0.527 -4.259 0.191 -0.019 0.084
H -1.816 -2.036 -0.612 -0.623 0.728 0.617
H 6.439 -2.359 -0.461 -0.239 0.237 0.310
H -6.494 1.753 -2.123 -0.168 -0.354 -0.093
H 3.457 -3.287 3.766 -1.273 0.107 -0.273
H 3.100 7.160 -5.224 -0.317 -1.480 -0.105
H -4.807 -4.648 2.795 -1.024 -1.297 -1.289
H -5.692 0.146 -2.571 -0.101 1.170 0.526
H -1.004 4.208 -2.800 0.183 -0.708 0.033
H 1.737 -3.383 5.353 -0.582 0.452 1.098
H -5.418 4.697 1.735 0.052 -0.373 0.600
H 0.973 7.748 -6.030 -0.621 -1.008 0.050
H -3.140 1.211 2.036 0.077 -0.093 0.131
H -4.550 -2.969 3.115 -0.133 0.147 -0.151
H -0.431 -0.943 4.797 0.768 0.103 0.349
H -0.682 -4.061 0.455 0.568 -0.460 0.030
H 0.698 6.043 -6.546 0.313 -0.701 -0.734
H 3.465 2.145 -6.060 -0.646 0.217 0.420
H 0.461 -2.566 -0.904 0.196 -0.091 0.498
H -2.557 5.840 -0.747 -0.288 0.761 -0.102
H 1.401 0.670 -5.382 0.255 0.507 -0.025
H 1.874 3.915 -4.315 0.206 -0.082 -0.205
H 3.946 -0.820 1.342 -0.498 -0.146 -0.332
H -1.931 -6.541 1.005 0.489 0.279 -0.021
H -2.687 -4.427 2.449 1.090 0.341 -0.650
H 4.925 0.853 2.576 0.852 0.150 -0.570
H 6.812 -2.337 1.261 -0.071 0.384 0.159
```
Forces are in eV/Å.

Computed properties:
Lowest unoccupied orbital energy (alpha / beta) ... 0.149 / -0.550 eV
2S+1 ... 3
Gap between HOMO and LUMO (alpha / beta) ... 0.30626 / 0.29269 Ha
⟨S²⟩ ... 2.004

=====

Please write out number 1 again, unchanged.
Density functional theory data (ωB97M-V/def2-TZVPD) for a 2-piece molecular cluster, C3H7NO2 overall at a distorted geometry.

```
13
Properties=species:S:1:pos:R:3:forces:R:3
O 2.199 1.144 -1.840 -0.374 0.259 -0.538
O -1.198 -0.658 0.593 1.323 0.339 0.091
N 0.157 0.125 -2.205 -0.601 0.479 0.584
C -1.347 -0.930 1.750 -2.490 -0.799 1.383
C 1.001 1.077 -1.680 0.963 -0.437 0.043
C -0.626 -0.644 3.059 0.445 1.257 -1.861
H -0.364 -0.338 -1.471 -0.517 0.082 -0.297
H -0.349 -1.530 3.607 0.337 -0.371 -0.154
H 0.491 1.803 -1.036 -0.210 -0.107 0.238
H 0.191 0.058 2.819 -0.041 -0.421 0.721
H 0.370 -0.413 -3.020 0.709 -0.281 0.042
H -2.346 -1.369 2.036 0.315 -0.289 -0.366
H -1.413 -0.175 3.650 0.141 0.288 0.113
```
Forces are in eV/Å.

Computed properties:
Energy above the lowest of the compared OMol25 structures with the same formula, charge and spin ... 1.7399 eV
Lowest unoccupied orbital energy ... 0.753 eV
Gap between HOMO and LUMO ... 0.38532 Ha
SMILES ... CC=O.NC=O